This record from the Open Molecules 2025 dataset describes a cluster of 2 separate species, C24H25N3O4 in total at a distorted geometry. The level of theory is the ωB97M-V functional and the def2-TZVPD basis.

Structure (XYZ):
```
56
Properties=species:S:1:pos:R:3:lowdin_charge:R:1
O -6.29 1.78 0.29 -0.006
O -2.97 -3.65 -0.06 0.006
O 2.45 -3.91 -1.12 0.132
O -4.63 2.19 -0.97 0.017
N -1.30 -2.03 -0.74 0.106
N 0.92 -1.30 0.25 -0.173
N 1.91 1.47 0.02 -0.171
C 2.86 -3.85 1.17 -0.077
C 0.67 -2.57 0.20 -0.375
C -4.83 -1.73 0.67 0.073
C -3.36 -0.26 -0.74 0.037
C 3.82 -4.26 0.52 -0.137
C 3.26 5.63 -0.37 0.069
C -4.36 0.74 -0.50 -0.037
C 3.48 -4.28 -0.92 -0.261
C 1.14 1.08 1.36 -0.029
C -2.55 -2.50 -0.33 -0.327
C 1.90 -3.36 0.12 -0.122
C 1.29 -0.54 1.49 -0.065
C 1.59 0.83 -1.07 -0.228
C 3.34 3.00 -0.90 0.123
C -3.77 -1.40 -0.13 -0.150
C 2.22 2.91 0.18 -0.146
C 1.83 3.91 0.93 -0.159
C -5.39 0.55 0.27 -0.208
C -5.64 2.74 -0.53 -0.380
C 2.23 5.15 0.97 0.062
C -5.84 -0.55 0.81 0.085
C 3.86 4.51 -0.98 -0.011
C 1.71 -0.85 -0.93 -0.055
C -0.32 -3.21 -0.88 0.033
H 3.79 2.60 -1.58 -0.027
H -0.02 1.39 1.21 0.161
H 2.83 -0.73 -0.68 0.150
H 0.12 -2.68 1.55 0.256
H 2.19 1.13 -2.11 0.180
H 0.05 -3.13 -1.68 -0.014
H -5.34 3.49 0.22 0.141
H -6.48 -0.86 1.63 0.119
H 2.64 -3.71 2.36 0.179
H 0.81 -0.71 2.18 -0.048
H 4.73 -4.94 0.82 0.142
H 1.39 -1.31 -1.81 0.098
H 4.11 -4.65 -1.66 0.117
H 3.65 6.44 -0.12 -0.026
H 2.46 -0.79 1.79 0.184
H 1.52 1.56 2.17 0.062
H -1.12 -1.18 -0.65 -0.020
H 0.50 1.02 -1.06 0.107
H -4.85 -2.47 1.29 0.050
H 1.04 3.54 1.47 0.087
H -0.81 -4.16 -0.33 0.189
H 1.90 5.96 1.41 0.029
H -6.16 3.06 -1.39 0.129
H 4.45 4.71 -1.58 -0.052
H -2.64 0.18 -1.55 0.179
```

Output
Energy (eV): -37926.8710
Kohn-Sham gap (Ha): 0.2824
Molecular weight (u): 419.48
Highest occupied orbital energy (eV): -7.53
Energy relative to the best compared isomer or geometry (same formula, charge and spin) (kcal/mol): 691.9



This record from the Open Molecules 2025 dataset describes a cluster of 11 separate species, C25H45Cl9N2O18 in total at a distorted geometry. The level of theory is the ωB97M-V functional and the def2-TZVPD basis.

Structure (XYZ):
```
99
Properties=species:S:1:pos:R:3:lowdin_charge:R:1
Cl -0.72 4.10 -2.19 0.565
Cl -1.63 3.42 -4.83 0.552
Cl 1.05 -4.47 2.00 0.510
Cl -1.75 -5.50 2.20 0.588
Cl 0.55 2.31 2.82 0.577
Cl -1.41 2.26 0.64 0.521
Cl -0.71 -4.62 -0.34 0.549
Cl -2.91 2.22 -2.38 0.584
Cl -0.20 4.79 1.63 0.504
O -3.38 -0.15 -5.47 -0.024
O 4.51 -1.94 3.12 -0.014
O 1.75 2.86 -4.27 0.075
O 3.67 3.54 0.49 0.102
O 5.46 3.80 1.84 0.019
O -1.58 -1.61 3.30 0.105
O -4.83 -1.38 0.50 -0.032
O 1.22 4.96 -4.89 0.027
O 2.22 -1.91 3.29 0.045
O -1.90 -0.82 -4.02 -0.015
O 2.28 3.51 -6.37 0.428
O 3.60 -0.65 4.69 -0.012
O 4.91 1.83 1.35 0.013
O -2.65 -1.92 0.03 0.055
O -4.02 -3.32 1.22 -0.028
O -1.86 -0.63 5.41 -0.024
O -2.88 -2.68 4.94 -0.055
O -4.09 -1.41 -3.67 0.066
N 2.56 -3.08 -1.16 0.166
N 1.06 0.68 -1.54 0.159
C 4.61 3.09 1.11 -0.599
C 2.08 -3.55 -2.13 -0.294
C 2.43 1.65 -4.44 -0.022
C 3.34 -1.55 3.68 -0.494
C 2.57 0.05 5.33 -0.067
C -3.73 -2.18 0.57 -0.511
C -3.31 -2.80 6.31 -0.068
C -1.36 0.63 5.11 -0.080
C 1.47 -4.17 -3.23 -0.086
C -2.09 -1.56 4.42 -0.388
C -4.87 -0.12 -0.20 -0.024
C -5.19 -3.50 2.05 -0.021
C 1.79 3.74 -5.26 -0.417
C -1.44 2.83 -3.15 -1.505
C 0.38 -0.88 0.47 -0.050
C -0.70 -4.36 1.41 -1.480
C 1.17 6.07 -5.80 0.007
C 4.47 -2.81 2.02 -0.089
C -4.68 0.21 -5.99 -0.020
C 0.77 0.00 -0.63 -0.274
C 5.42 5.20 1.83 -0.053
C 3.99 0.84 1.02 -0.037
C 0.07 3.04 1.27 -1.447
C -1.37 -1.60 -2.99 -0.046
C -3.17 -0.91 -4.38 -0.546
H 3.44 1.81 -4.82 0.122
H -1.19 -2.62 -3.33 0.084
H -0.42 -1.25 -2.59 0.069
H 1.88 -3.84 -4.18 0.096
H -4.16 0.63 0.13 0.066
H 5.57 5.61 0.83 0.096
H -3.67 -1.86 6.72 0.083
H -1.24 0.79 4.04 0.035
H 1.44 -5.26 -3.17 0.101
H 3.62 1.10 0.02 0.089
H -1.90 1.42 5.64 0.110
H 1.98 0.71 4.71 0.044
H 0.40 -3.93 -3.18 0.049
H -4.84 1.28 -5.96 0.086
H 4.56 -0.07 1.17 0.098
H 5.51 -2.84 1.71 0.098
H -2.08 -1.63 -2.16 0.076
H -5.50 -2.55 2.48 0.095
H 1.94 -0.72 5.78 0.102
H 4.42 5.54 2.09 0.093
H 3.17 0.87 1.73 0.082
H -5.21 -4.28 2.80 0.095
H 1.02 6.96 -5.20 0.118
H 2.50 1.04 -3.54 0.080
H -0.62 -0.58 0.78 0.054
H 6.09 5.71 2.53 0.100
H 0.31 5.98 -6.46 0.113
H -4.68 -0.30 -1.26 0.075
H 3.95 -2.43 1.15 0.064
H -5.51 -0.18 -5.40 0.093
H 2.11 6.23 -6.32 0.112
H 1.19 -0.86 1.19 0.072
H 1.83 0.92 -4.98 0.122
H -5.96 -3.83 1.36 0.094
H -5.88 0.24 -0.02 0.101
H 0.31 -1.89 0.06 0.045
H -0.28 0.70 5.28 0.063
H 2.96 0.72 6.10 0.102
H 4.25 -3.86 2.21 0.095
H -0.73 2.01 -3.27 -0.015
H -2.53 -2.98 7.06 0.087
H -4.76 -0.08 -7.04 0.094
H -4.04 -3.59 6.46 0.093
H 0.88 2.95 0.55 -0.002
H -1.07 -3.34 1.56 -0.026
```

Output
Energy (eV): -179178.0715
Kohn-Sham gap (spin up / spin down) (Ha): 0.3095 / 0.0777
Charge: +1
Spin multiplicity: 2
Molecular weight (u): 980.71
Highest occupied orbital energy (spin up / spin down) (eV): -11.91 / -11.91



This record from the Open Molecules 2025 dataset describes a cluster of 2 separate species, C6H8 in total. The level of theory is the ωB97M-V functional and the def2-TZVPD basis.

Structure (XYZ):
```
14
Properties=species:S:1:pos:R:3:lowdin_charge:R:1
C 0.43 -0.70 1.34 -0.145
C -0.74 -0.80 0.41 -0.174
C 0.40 -1.42 0.03 -0.156
C -0.04 1.22 -1.21 -0.168
C 1.06 0.68 -1.59 0.012
C -1.16 1.09 -0.47 -0.064
H 1.07 -0.38 -1.02 0.062
H -1.25 1.65 0.46 0.090
H 0.42 -1.25 2.29 0.087
H 0.68 -2.39 -0.35 0.105
H 0.97 0.25 1.39 0.090
H 1.88 0.95 -2.23 0.063
H -2.09 0.86 -0.98 0.084
H -1.77 -1.08 0.52 0.114
```

Output
Energy (eV): -6345.7749
Kohn-Sham gap (Ha): 0.3497
SMILES: C1=CC1.C=C=C
Molecular weight (u): 80.13
Highest occupied orbital energy (eV): -8.44
Energy relative to the best compared isomer or geometry (same formula, charge and spin) (kcal/mol): 115.5



> Which of these has the highest energy?

C6H8